{
  "formula": "C53H53MnN5OP2",
  "method": "ωB97M-V with the def2-TZVPD basis set",
  "e_lumo_ha": [-0.1259, -0.1347],
  "charge": 1,
  "spin_multiplicity": 5,
  "e_tot_ha": -4233.84027,
  "symbols": ["H", "C", "P", "C", "C", "C", "C", "O", "C", "Mn", "H", "H", "H", "H", "H", "H", "H", "N", "H", "H", "H", "H", "C", "C", "C", "C", "C", "C", "C", "N", "H", "H", "H", "C", "N", "C", "C", "C", "C", "C", "H", "C", "C", "H", "H", "H", "C", "H", "C", "C", "C", "N", "H", "C", "C", "H", "H", "C", "C", "H", "H", "C", "H", "C", "H", "C", "H", "C", "C", "H", "C", "C", "C", "H", "C", "H", "C", "H", "H", "C", "C", "H", "C", "H", "P", "H", "H", "C", "C", "H", "H", "H", "H", "H", "H", "N", "H", "C", "H", "H", "C", "C", "H", "H", "H", "C", "H", "H", "C", "H", "C", "C", "H", "C", "C"],
  "xyz": [[-3.16785, 0.15337, -7.07337], [2.32122, -4.50948, 0.96868], [-0.87728, 1.87522, 2.61312], [1.54454, 2.21424, -4.26096], [2.43995, 3.19277, -4.67669], [3.32653, 2.94064, 0.48027], [-1.85906, 1.32624, 5.18225], [-2.18037, 1.83895, -0.61847], [0.89973, 3.85906, 3.66341], [-0.02481, 0.14649, -0.72957], [4.45925, 3.95946, -4.67314], [2.41708, 5.19254, 4.33196], [0.40253, -5.01046, -2.94791], [5.95010, 0.28847, 1.33222], [-3.49840, 1.40157, -4.94654], [-3.46483, -2.85724, -2.22231], [-4.46228, 5.94440, 1.07921], [1.77866, 1.16931, 0.10339], [1.17018, -3.17469, 3.21683], [2.19792, -5.17101, 1.80350], [-2.83364, -2.33850, 4.26859], [2.15010, -5.11814, 0.06740], [-2.75789, -0.84349, 5.81626], [4.27776, 2.00617, -3.72670], [-2.79836, -4.39303, 0.70178], [2.38932, -4.50084, -3.42751], [1.51941, -1.84294, -3.35503], [2.05034, 1.04883, -3.64657], [-3.62544, -2.23039, -0.12847], [4.36768, 2.15446, 0.78751], [-2.00830, 6.12569, 0.61040], [-2.87356, 1.92469, -2.80961], [1.65262, -2.61953, 0.23980], [-0.51678, -4.95156, 1.16286], [-0.59630, -1.46692, -0.01117], [1.08695, -4.21675, -3.14210], [3.26108, -3.46659, -3.74440], [-3.31820, 3.19713, 2.72900], [-2.42808, 0.46812, 6.11925], [-3.75747, 5.23611, 1.49841], [3.37325, -4.14731, 0.88532], [-2.48728, -3.06922, 0.34668], [-2.56488, -1.31602, 4.52249], [3.56208, -1.38473, -3.98477], [1.10530, 0.44647, 4.11213], [4.28687, -3.70511, -4.04180], [-0.49393, -0.08229, -4.23991], [-3.13578, -1.50449, 6.57689], [-0.28771, -0.70334, -5.47674], [1.35127, 1.51114, 4.19893], [-3.90578, -0.98475, 0.69131], [-1.30887, 1.36370, -1.65926], [-4.06615, -1.22231, 1.74724], [-1.07333, -2.61707, 0.32809], [-1.98128, 3.24396, 2.36118], [2.06224, 4.06711, -5.18087], [-1.13095, -1.20752, -7.38298], [-1.27749, -0.66858, -6.46548], [-1.50906, 4.35205, 1.63551], [-3.66715, 2.45169, 3.40254], [3.23693, 1.08963, 5.13797], [3.79243, 3.13377, -4.38147], [2.65297, -0.73530, 0.22659], [-1.65222, 0.69089, -4.03696], [5.31075, 1.90810, -3.53552], [-3.48277, -1.93968, -1.60885], [-2.11253, -6.40061, 1.23074], [-2.39075, 5.32398, 1.20898], [2.08552, 4.17086, 4.30605], [-4.33156, -1.37460, -2.02358], [-1.84139, -5.34670, 1.02763], [-0.10095, -3.65113, 0.83955], [1.34659, -3.29326, 1.05890], [0.65820, -1.20111, -5.63800], [-2.42737, 0.08418, -6.28546], [3.78123, 0.17326, -2.69040], [2.89257, 3.19486, 4.87897], [-0.37551, -2.69870, -2.79019], [0.25603, -5.61163, 1.49931], [-2.04303, -0.46858, 3.54522], [2.85100, -2.15338, -3.68692], [-4.80010, -0.43045, 0.35451], [2.55143, 1.87438, 4.78788], [4.84152, -1.03756, 1.06381], [0.87153, -0.17813, -3.07068], [-4.53257, -2.81688, 0.02497], [3.83455, 3.48346, 5.36212], [2.80890, 0.34337, 0.30537], [-1.95772, 1.32530, -2.81475], [0.31764, 4.63641, 3.19538], [-3.84232, -4.70262, 0.67410], [-1.82569, -0.82451, 2.54660], [-0.44711, 4.35039, 1.33176], [0.49748, 2.34382, -4.44187], [-2.58255, -1.35544, -1.80541], [5.01461, -0.03880, 1.11188], [1.27779, 3.20409, -0.17408], [4.07858, 0.85345, 0.72532], [-3.04112, -0.30525, 0.65846], [2.69672, -5.53121, -3.51338], [1.55633, -2.55709, 2.38372], [-1.66584, 0.84790, 3.86641], [-2.77217, 2.51378, -0.98717], [-5.23873, 4.03876, 2.48836], [-2.61272, 0.80628, 7.12905], [2.05957, 2.50185, 0.11384], [3.55281, 3.99048, 0.50477], [-1.63381, 2.36621, 5.40996], [0.65011, -2.87412, -3.03986], [2.63115, -2.35462, 2.57086], [0.49662, 2.50693, 3.62294], [3.41202, 1.00440, -3.28837], [1.01812, -1.62758, 2.41358], [-2.59708, 0.79392, -5.08157], [-4.18944, 4.17850, 2.27684]],
  "atomic_forces_ev_per_a": [[0.0091, -0.0203, 0.1334], [0.0821, 0.7954, -0.9815], [0.7752, -0.9755, -0.2825], [1.3540, -0.6644, -0.1522], [-0.3390, 0.5187, 0.3958], [0.1298, -0.0126, -0.3238], [-0.5730, -0.6820, -0.6934], [1.0247, 0.2080, -0.3433], [0.0693, -1.2837, 0.2666], [-0.1018, -0.9111, 0.2335], [-0.3357, -0.5861, 0.0960], [0.0262, 0.3348, 0.0955], [-0.4693, -0.3816, 0.1497], [-0.4405, -0.1502, -0.0826], [0.3642, -0.2171, 0.0335], [0.2721, 0.1879, 0.3694], [0.0923, 0.0535, 0.1582], [1.0155, 0.0266, -0.8968], [0.2781, 0.2143, -0.2927], [0.2677, -0.2556, 0.6285], [0.0956, 0.1214, 0.0146], [-0.1158, 0.2965, 0.1519], [0.2628, -0.0605, -0.7588], [-0.9745, 0.0938, 0.2256], [0.1064, 0.6862, -0.4175], [0.4529, -0.0922, -0.6740], [0.6753, -0.0555, 0.3058], [0.0984, 1.0291, 0.2605], [-0.9290, 0.2513, 0.0768], [-1.1597, -0.5274, -0.1343], [0.0392, 0.4336, -0.2095], [-0.0870, -0.3985, -0.1143], [-0.2522, -0.0805, 0.1528], [0.3982, 1.6482, -0.7054], [-0.1275, 1.5148, -0.8923], [-0.7388, 1.4431, 0.5728], [0.7077, -0.3945, 0.0740], [0.3903, 0.8120, -0.2989], [0.1789, 0.4600, 0.3502], [0.4850, -0.2483, -0.1364], [-0.7047, -0.2597, 0.3835], [0.8079, -0.7428, 0.1240], [-0.1129, 0.0570, -0.1122], [-0.2985, -0.1424, 0.1185], [-0.0881, 0.4354, 0.0323], [-0.3509, 0.1575, 0.1321], [0.2030, 0.0533, -1.2320], [-0.1562, -0.0412, 0.1598], [-0.7236, 0.3177, 0.2691], [-0.5763, 0.6570, -0.8188], [0.4934, 0.9436, 0.3663], [-2.7158, -0.0816, -1.2844], [-0.0155, -0.1158, -0.1320], [0.4671, -2.4398, 1.4111], [-0.1184, 0.9208, 0.1832], [-0.1365, 0.1463, -0.0854], [0.0829, -0.1052, -0.2673], [0.3248, 0.1737, 0.3634], [0.1028, -0.8153, -0.3168], [-0.2911, -0.6950, 0.1643], [-0.4007, 0.4160, 0.0150], [0.2306, -0.2456, -0.2808], [-0.1182, 0.3171, 0.0804], [0.4936, -0.8991, -1.4778], [1.0044, -0.0036, 0.3438], [-0.3787, 0.0531, -1.0474], [0.0294, 0.8382, -0.1097], [-0.1808, 0.0392, 0.0003], [0.2418, 0.0411, 0.1632], [0.0816, 0.0441, 0.3752], [0.0146, -0.6239, 0.5170], [-1.0124, -0.3544, 0.1094], [0.9049, -0.1866, -0.7061], [-0.1239, -0.2167, -0.1649], [0.1174, 0.5265, 0.9285], [0.0600, 0.2118, -0.2113], [0.7744, 1.0918, 0.0919], [-0.4544, 0.2434, 0.2503], [-0.0417, -0.5412, 0.1001], [0.5673, 0.5060, 0.4602], [-0.2129, 0.4038, -0.4300], [0.3597, -0.3255, -0.0975], [-0.1309, -1.2592, 0.0784], [0.1209, 0.5386, 0.0246], [-0.0405, -0.4328, 1.4640], [0.0271, -0.3504, -0.2878], [-0.4297, -0.0803, -0.2479], [-0.2550, 0.9077, 0.6117], [0.4455, 1.5205, 2.9470], [-0.0552, 0.0230, 0.1365], [0.1644, 0.1523, -0.0612], [-0.1348, -0.1008, -0.0355], [-0.7323, 0.2410, 0.0512], [-0.3818, -0.0644, -0.2218], [0.1094, -0.0796, -0.0146], [0.7340, -0.4227, 0.0327], [0.1088, -0.2873, 0.2606], [-0.3422, -0.5195, -0.0645], [-0.2997, 0.0067, -0.0394], [0.1838, -0.0878, 0.0917], [0.3246, -0.6232, 0.4797], [-0.5845, -0.4795, 0.7852], [0.0277, 0.0477, 0.0091], [-0.1618, 0.2548, 0.1400], [0.0694, 0.1812, 0.0637], [0.0771, -0.5153, 0.4228], [-0.1445, 0.3807, -0.0425], [0.0861, -0.2550, 0.1442], [0.6131, -1.4115, -0.5425], [-0.5027, -0.1102, -0.0952], [1.1632, -0.1015, 0.1864], [-0.4166, 0.0341, -0.5016], [-0.3032, 0.5572, -0.0747], [-0.0607, -0.3346, -0.2992], [-0.4352, -0.2205, -0.1245]],
  "mulliken_charge": [0.432, -1.988, 2.120, -0.975, -0.720, -1.118, -0.097, -0.199, -0.494, 2.276, 0.400, 0.442, 0.455, 0.270, 0.428, 0.389, 0.404, 1.555, 0.348, 0.495, 0.488, 0.447, -0.620, -1.094, -1.095, -0.626, 0.053, 0.649, 0.532, -0.626, 0.428, 0.415, -1.217, -0.901, -0.581, -0.658, -0.691, -0.797, -0.757, -0.753, 0.342, 0.486, -0.668, 0.591, 0.184, 0.428, -0.287, 0.431, -0.709, -0.616, -1.267, -0.265, 0.322, 0.306, 0.671, 0.438, 0.479, -0.795, -0.588, 0.424, 0.425, -0.599, -0.557, 0.813, 0.492, -1.471, 0.362, -0.765, -0.723, 0.468, -1.229, 0.294, 2.766, 0.564, -0.795, 0.599, -0.596, 0.353, 0.439, -0.370, -0.407, 0.502, -0.503, 0.163, 1.888, 0.698, 0.343, 0.363, 0.324, 0.554, 0.399, 0.978, 0.082, 0.391, -0.082, -0.362, 0.447, -0.070, -0.040, 0.445, -1.153, -1.050, 0.259, 0.401, 0.410, -0.684, 0.517, 0.466, -0.436, 0.402, 0.380, -0.406, 0.081, -1.141, -0.552]
}